1.
C23H35O4P3S2V as an isolated structure. Source: the Open Molecules 2025 dataset; level of theory: ωB97M-V/def2-TZVPD.

Computed properties:
Energy relative to the best compared isomer or geometry (same formula, charge and spin) = 13.2 kcal/mol
<S²> = 0.80
HOMO-LUMO gap (spin up / spin down) = 6.9 / 7.4 eV
LUMO level (spin up / spin down) = -7.74 / -7.17 eV
Molecular weight = 583.53 g mol⁻¹

```
! RIJCOSX wB97M-V def2-TZVPD def2/J DEFGRID3
* xyz 2 2
V -0.331 0.326 -1.006
C -0.132 -1.891 -3.752
P -0.144 -1.922 -1.941
C -1.473 -3.054 -1.474
C 1.427 -2.634 -1.404
C 1.658 -4.005 -1.448
C 2.881 -4.515 -1.040
C 3.880 -3.661 -0.592
C 3.660 -2.293 -0.547
C 2.434 -1.774 -0.948
P 2.091 -0.003 -0.893
C 2.823 0.744 -2.376
C 2.979 0.730 0.498
H -0.004 -2.904 -4.135
H 0.687 -1.273 -4.119
H -1.075 -1.479 -4.112
H -1.391 -3.991 -2.026
H -2.432 -2.591 -1.710
H -1.422 -3.246 -0.403
H 0.888 -4.685 -1.792
H 3.055 -5.583 -1.068
H 4.832 -4.063 -0.273
H 4.444 -1.640 -0.184
H 3.893 0.533 -2.400
H 2.661 1.821 -2.349
H 2.368 0.339 -3.280
H 4.053 0.672 0.317
H 2.728 0.210 1.420
H 2.695 1.779 0.582
C 0.337 1.704 5.122
C 0.252 1.995 3.644
C -1.091 2.495 3.171
O 0.662 0.773 2.868
P -0.016 -0.603 2.694
S 1.056 -2.124 2.351
S -1.245 -0.185 0.801
O -1.196 -0.674 3.703
C -1.758 -1.965 4.217
C -2.819 -2.439 3.255
C -2.274 -1.650 5.599
H 0.229 2.643 5.665
H 1.303 1.274 5.382
H -0.460 1.034 5.442
H 1.040 2.684 3.349
H -1.891 1.803 3.432
H -1.095 2.675 2.096
H -1.295 3.444 3.668
H -0.923 -2.663 4.258
H -3.615 -1.700 3.161
H -3.250 -3.364 3.636
H -2.399 -2.651 2.270
H -3.078 -0.915 5.551
H -1.479 -1.272 6.240
H -2.668 -2.561 6.049
O -1.438 0.898 -2.486
C -0.886 2.076 -2.469
O 0.010 2.191 -1.548
C -1.228 3.120 -3.395
C -2.220 2.891 -4.356
C -2.545 3.898 -5.242
C -1.886 5.121 -5.168
C -0.902 5.351 -4.210
C -0.569 4.352 -3.319
H -2.724 1.935 -4.392
H -3.310 3.739 -5.989
H -2.145 5.908 -5.864
H -0.404 6.309 -4.165
H 0.188 4.511 -2.563
*
```

These are the natural (NBO) partial charges, in e, on atoms 1 to 8: atom 1 (V): 0.91, atom 2 (C): -0.94, atom 3 (P): 1.05, atom 4 (C): -0.94, atom 5 (C): -0.36, atom 6 (C): -0.12, atom 7 (C): -0.18, atom 8 (C): -0.16

=====

2.
C23H35OPtS as an isolated structure. Source: the Open Molecules 2025 dataset; level of theory: ωB97M-V/def2-TZVPD.

Computed properties:
Energy relative to the best compared isomer or geometry (same formula, charge and spin) = 0.0 kcal/mol
<S²> = 6.03
HOMO-LUMO gap (spin up / spin down) = 7.5 / 5.6 eV
LUMO level (spin up / spin down) = -1.99 / -5.77 eV
Molecular weight = 554.68 g mol⁻¹

```
! RIJCOSX wB97M-V def2-TZVPD def2/J DEFGRID3
* xyz 1 5
C -0.097 1.640 1.338
C -1.089 1.877 0.234
C -0.442 2.767 -0.708
C 0.882 2.996 -0.286
C 1.121 2.340 0.936
Pt -0.035 0.035 -0.047
C 1.490 -2.032 -1.400
C 0.965 -2.130 -0.102
H 0.381 -3.009 0.185
C 1.292 -1.191 0.978
H 2.297 -0.755 0.993
H 0.903 -1.441 1.966
C 1.409 -3.149 -2.390
H 0.614 -3.862 -2.144
H 1.226 -2.747 -3.396
H 2.368 -3.690 -2.434
C 2.556 -1.012 -1.687
H 2.498 -0.147 -1.016
H 3.563 -1.450 -1.599
H 2.459 -0.623 -2.707
C -2.558 1.703 0.381
H -2.776 0.851 1.036
H -3.032 2.605 0.790
H -3.007 1.487 -0.596
C -1.137 3.414 -1.840
H -1.949 2.780 -2.214
H -1.582 4.374 -1.539
H -0.458 3.621 -2.676
C 1.860 3.864 -0.998
H 1.712 3.826 -2.085
H 1.759 4.916 -0.692
H 2.893 3.556 -0.785
C 2.357 2.400 1.745
H 3.251 2.209 1.134
H 2.489 3.388 2.208
H 2.333 1.655 2.548
C -0.479 1.286 2.730
H 0.320 0.704 3.204
H -0.657 2.186 3.333
H -1.390 0.682 2.729
C -0.493 -0.360 -2.021
C -1.015 -1.585 -2.327
C -0.145 0.525 -3.047
C -1.582 -1.818 -3.588
H -1.145 -2.246 -1.466
C -0.545 0.227 -4.356
H 0.458 1.396 -2.822
C -1.318 -0.915 -4.612
H -2.180 -2.717 -3.749
H -0.265 0.898 -5.166
H -1.696 -1.110 -5.620
C -4.015 -2.243 1.887
S -2.260 -2.057 1.562
C -1.553 -2.436 3.172
O -1.892 -3.187 0.651
H -4.314 -1.580 2.704
H -4.203 -3.295 2.133
H -4.543 -1.962 0.967
H -0.794 -3.213 3.034
H -1.104 -1.523 3.583
H -2.360 -2.786 3.828
*
```

These are the natural (NBO) partial charges, in e, on atoms 1 to 8: atom 1 (C): 0.06, atom 2 (C): -0.12, atom 3 (C): 0.05, atom 4 (C): 0.17, atom 5 (C): -0.06, atom 6 (Pt): 0.81, atom 7 (C): 0.16, atom 8 (C): -0.27

=====

3.
C23H35OSW as an isolated structure. Source: the Open Molecules 2025 dataset; level of theory: ωB97M-V/def2-TZVPD.

Computed properties:
Energy relative to the best compared isomer or geometry (same formula, charge and spin) = 0.0 kcal/mol
HOMO-LUMO gap (spin up / spin down) = 4.2 / 4.2 eV
LUMO level (spin up / spin down) = -13.72 / -13.74 eV
Molecular weight = 543.44 g mol⁻¹

```
! RIJCOSX wB97M-V def2-TZVPD def2/J DEFGRID3
* xyz 3 1
C 0.918 -2.012 0.307
C 1.823 -1.215 -0.479
C 1.370 -1.243 -1.839
C 0.133 -1.998 -1.895
C -0.144 -2.477 -0.553
W -0.159 -0.351 -0.610
C -2.217 1.125 -0.497
C -1.691 0.702 0.756
H -1.311 1.407 1.493
C -1.641 -0.714 1.043
H -2.485 -1.306 0.683
H -1.212 -0.988 2.004
C -2.362 2.592 -0.764
H -1.754 3.202 -0.087
H -2.065 2.847 -1.789
H -3.412 2.902 -0.645
C -3.005 0.224 -1.380
H -2.863 -0.845 -1.185
H -4.087 0.417 -1.270
H -2.769 0.386 -2.443
C 3.060 -0.550 0.033
H 2.965 -0.332 1.103
H 3.950 -1.185 -0.091
H 3.249 0.393 -0.500
C 2.168 -0.730 -2.980
H 2.667 0.209 -2.730
H 2.962 -1.446 -3.235
H 1.564 -0.560 -3.873
C -0.640 -2.337 -3.116
H -0.679 -1.520 -3.837
H -0.195 -3.201 -3.626
H -1.682 -2.579 -2.900
C -1.179 -3.461 -0.163
H -2.144 -3.271 -0.634
H -0.859 -4.468 -0.444
H -1.349 -3.457 0.914
C 1.131 -2.395 1.728
H 0.191 -2.686 2.215
H 1.819 -3.256 1.806
H 1.566 -1.560 2.295
C 0.330 1.535 -1.726
C 1.028 2.541 -1.039
C -0.065 1.729 -3.059
C 1.371 3.718 -1.715
H 1.318 2.387 0.004
C 0.355 2.867 -3.753
H -0.694 0.994 -3.575
C 1.081 3.863 -3.081
H 1.868 4.531 -1.181
H 0.105 2.987 -4.812
H 1.390 4.761 -3.618
C 0.582 3.067 3.481
S 1.671 1.690 3.025
C 2.505 1.190 4.550
O 0.740 0.531 2.773
H 1.122 3.869 4.014
H -0.262 2.708 4.093
H 0.193 3.488 2.535
H 1.815 0.644 5.213
H 3.324 0.512 4.261
H 2.919 2.066 5.068
*
```

These are the natural (NBO) partial charges, in e, on atoms 1 to 8: atom 1 (C): -0.03, atom 2 (C): -0.06, atom 3 (C): -0.09, atom 4 (C): -0.16, atom 5 (C): -0.05, atom 6 (W): 1.99, atom 7 (C): 0.19, atom 8 (C): -0.34

=====

4.
A 6-piece molecular cluster, C23H36BF15O13P overall. Source: the Open Molecules 2025 dataset; level of theory: ωB97M-V/def2-TZVPD.

Computed properties:
HOMO-LUMO gap = 5.8 eV
LUMO level = 2.09 eV
Molecular weight = 847.28 g mol⁻¹

```
! RIJCOSX wB97M-V def2-TZVPD def2/J DEFGRID3
* xyz -1 1
C 2.286 0.644 -1.565
C 2.105 -0.396 -0.749
C 1.679 -1.793 -1.086
P 0.420 -2.170 -2.517
O -0.695 -0.962 -1.752
B -1.664 -0.348 -2.469
O -2.931 -0.221 -1.909
O -1.479 0.241 -3.717
H 1.720 0.778 -2.477
H 3.009 1.421 -1.331
H 2.340 -0.222 0.307
H 1.170 -2.187 -0.195
H 2.571 -2.413 -1.219
H -0.175 -3.218 -1.684
H -0.583 -2.481 -3.545
H 0.967 -1.178 -3.396
H 1.321 -3.163 -3.108
H -2.962 -0.832 -1.159
H -0.556 0.512 -3.764
C 5.214 1.593 -7.485
C 5.924 1.264 -6.190
O 5.083 0.500 -5.309
C 5.000 -0.801 -5.564
O 5.558 -1.390 -6.446
C 4.089 -1.481 -4.516
F 2.980 -0.778 -4.328
F 4.751 -1.570 -3.349
F 3.774 -2.709 -4.912
H 4.273 2.104 -7.282
H 5.841 2.237 -8.102
H 4.989 0.687 -8.047
H 6.160 2.172 -5.638
H 6.854 0.725 -6.368
C -4.562 -1.048 5.588
C -3.127 -1.349 5.223
O -2.987 -1.787 3.856
C -2.978 -0.831 2.936
O -3.111 0.345 3.118
C -2.662 -1.450 1.559
F -3.404 -2.541 1.328
F -1.374 -1.803 1.532
F -2.885 -0.572 0.586
H -5.195 -1.914 5.390
H -4.630 -0.796 6.646
H -4.949 -0.211 5.007
H -2.725 -2.171 5.808
H -2.483 -0.485 5.385
C -0.131 0.835 4.257
C 0.802 1.601 3.349
O 1.115 2.905 3.898
C 2.040 2.937 4.838
O 2.657 2.017 5.294
C 2.277 4.399 5.281
F 1.122 5.045 5.486
F 2.961 5.061 4.335
F 2.982 4.440 6.410
H -1.034 1.416 4.448
H -0.412 -0.107 3.788
H 0.343 0.622 5.214
H 0.331 1.802 2.389
H 1.724 1.055 3.160
C 2.205 -4.578 3.322
C 2.737 -4.330 4.715
O 1.902 -3.395 5.438
C 0.801 -3.888 5.974
O 0.414 -5.020 5.953
C 0.032 -2.758 6.696
F -0.026 -1.662 5.929
F 0.631 -2.430 7.847
F -1.216 -3.150 6.970
H 2.096 -3.639 2.779
H 2.891 -5.221 2.771
H 1.229 -5.061 3.352
H 3.717 -3.859 4.681
H 2.825 -5.253 5.288
C -3.605 3.281 -3.216
C -5.082 3.156 -3.491
O -5.516 4.055 -4.545
C -5.299 3.668 -5.789
O -4.793 2.656 -6.172
C -5.858 4.737 -6.758
F -5.505 5.976 -6.390
F -7.202 4.682 -6.779
F -5.417 4.531 -7.996
H -3.346 4.320 -3.000
H -3.319 2.652 -2.374
H -3.017 2.966 -4.078
H -5.665 3.453 -2.621
H -5.357 2.132 -3.741
*
```

These are the Mulliken partial charges, in e, on atoms 1 to 8: atom 1 (C): -0.87, atom 2 (C): 0.17, atom 3 (C): -0.74, atom 4 (P): 0.13, atom 5 (O): 0.00, atom 6 (B): 0.46, atom 7 (O): -0.66, atom 8 (O): -0.61

=====

> Among the records above, which one has the highest molecular weight?

C23H36BF15O13P

=====

> What is the molecular weight in the third record?

543.44 g mol⁻¹

=====

> Among the records above, which one has the lowest molecular weight?

C23H35OSW

=====

> Which value of molecular weight does entry 4 give?

847.28 g mol⁻¹